(1)
The following is a DFT calculation (ωB97M-V with the def2-TZVPD basis set) of a cluster of 2 separate species, C3H8O2S2 in total in a non-equilibrium geometry.

Geometry as XYZ:
```
15
Properties=species:S:1:pos:R:3:forces:R:3
S -1.64040 0.61416 -0.27820 0.169 0.687 -0.578
S -1.05740 0.12995 1.59364 0.631 -0.893 0.302
O -0.48166 -2.41337 -1.88336 0.447 0.367 -0.258
O 2.09080 0.94727 -1.77427 -0.716 1.194 2.694
C 1.75976 1.11020 -0.60075 -0.023 -1.926 -0.438
C 0.84700 -0.03640 1.66874 -1.603 -1.529 -2.017
C 1.51906 -0.24004 0.27717 1.943 2.031 0.386
H 0.98932 -0.93617 2.29372 0.042 0.670 -0.151
H 0.95425 -0.84133 -0.43725 0.196 -0.416 0.522
H 1.58982 2.10424 -0.02983 0.378 -0.999 -1.154
H 0.46309 -2.20636 -2.14047 -1.587 -1.013 1.077
H 1.06548 0.86852 2.14850 1.111 1.054 0.715
H 2.61700 -0.62118 0.47457 -2.154 0.402 -0.605
H -0.64029 -3.04337 -1.14593 1.134 0.649 -0.851
H -1.50191 -0.50382 -1.02022 0.034 -0.279 0.357
```
Positions in Å, forces in eV/Å.

Computed properties:
SMILES: O=CCCSS.O
relative energy (zero: lowest compared OMol25 entry of this formula, charge and spin): 183.5 kJ/mol

(2)
The following is a DFT calculation (ωB97M-V with the def2-TZVPD basis set) of an isolated molecule of C22H17I3N2O5 in a non-equilibrium geometry.

Geometry as XYZ:
```
49
Properties=species:S:1:pos:R:3:forces:R:3
I -3.19030 -3.79987 1.82443 1.385 1.700 -0.513
I -2.52578 1.98227 -1.34049 1.408 0.817 1.512
I 0.17186 2.70958 4.46166 -0.197 0.546 -2.340
O -0.98714 7.19243 -0.75061 1.035 -0.351 -0.902
O -0.22081 -3.61674 0.36708 0.349 -1.424 -0.389
O -0.47626 7.03350 -2.97399 -0.413 0.185 1.573
O -1.64365 1.56554 1.96836 -0.086 -1.357 -0.146
O 0.58720 -2.94081 -1.68074 -0.410 -0.328 1.664
N 2.33318 7.47917 -1.70024 -1.139 0.626 0.008
N 0.39818 -5.11872 -1.39109 -0.206 1.064 0.307
C 0.58088 4.75071 0.42651 -0.652 -0.885 -1.198
C -0.15977 6.93506 -1.79944 0.953 -0.098 -1.651
C -0.51162 -2.34307 0.81635 0.119 0.938 0.181
C 1.44783 5.88526 -0.07254 -0.237 -0.017 -0.858
C -0.02895 -8.75264 -1.19500 -0.618 -0.948 -0.596
C 0.44982 -1.32455 0.76081 -0.660 1.115 0.382
C -0.21777 -7.91754 0.99350 -0.020 -0.127 -0.383
C -0.93210 2.58587 1.42235 0.898 0.803 0.273
C -0.01240 3.28530 2.27073 -0.912 -0.329 0.028
C -0.27898 4.00139 -0.42641 0.005 0.264 0.157
C 1.28766 6.44067 -1.51701 -0.256 1.156 2.867
C 0.09725 0.02075 1.12992 -0.507 -1.191 0.052
C -1.07716 2.97276 0.06335 -0.163 -0.557 0.487
C 0.15837 -6.36194 -0.82610 -0.040 -1.349 -0.305
C 0.16214 -7.47796 -1.69634 -0.303 0.285 1.350
C 0.67919 4.38633 1.76513 0.211 0.054 0.872
C -0.28454 -9.02308 0.15040 0.889 0.946 -0.277
C -0.03373 -6.61124 0.52244 -0.237 0.463 1.215
C -1.17910 0.28131 1.65816 0.129 -1.030 -0.688
C -2.07260 -0.80909 1.83661 -0.601 0.347 0.372
C 0.28477 -3.82261 -0.88152 0.256 0.986 -2.671
C -1.77538 -2.09413 1.41268 0.472 -0.795 -0.079
H 2.48366 5.58649 -0.00488 0.427 -0.146 0.179
H -0.39905 -10.04835 0.49645 -0.064 0.350 0.042
H 0.62548 -5.07784 -2.40589 -0.233 -0.005 1.450
H 0.22076 -7.32134 -2.74485 0.288 0.073 -0.794
H 1.32152 6.71768 0.57504 -0.031 0.789 0.753
H 3.24334 7.06716 -1.87835 -0.331 0.087 -0.191
H -3.05144 -0.66655 2.31341 0.513 0.280 -0.260
H 1.48695 -1.52856 0.44572 -0.873 0.042 -0.067
H 0.79966 0.83567 0.96909 -0.038 -0.288 0.126
H -1.84125 7.38098 -1.16125 -0.245 0.151 0.037
H 1.49984 5.65324 -2.15044 -0.222 -1.681 -1.775
H -0.25925 -8.06500 2.05135 -0.294 0.022 0.529
H -0.39367 4.19413 -1.49708 0.288 0.314 0.397
H -0.09396 -5.78956 1.27093 0.268 -0.697 -0.822
H 2.07919 8.16988 -2.41983 0.345 -0.745 0.359
H 1.31255 4.99868 2.43508 -0.366 -0.538 -0.444
H -0.06458 -9.60065 -1.89352 0.118 0.483 0.177
```
Positions in Å, forces in eV/Å.

Computed properties:
SMILES: N[C@@H](Cc1cc(I)c(Oc2ccc(OC(=O)Nc3ccccc3)c(I)c2)c(I)c1)C(=O)O
relative energy (zero: lowest compared OMol25 entry of this formula, charge and spin): 27.8 kJ/mol

(3)
The following is a DFT calculation (ωB97M-V with the def2-TZVPD basis set) of a structure of composition C17H48N4O8 in a non-equilibrium geometry.

Geometry as XYZ:
```
77
Properties=species:S:1:pos:R:3:forces:R:3
O 19.47300 18.60600 54.54500 0.921 -0.640 0.583
O 14.74900 12.90900 53.24400 0.371 -2.428 0.977
O 18.00500 18.34900 50.17900 5.438 -0.759 -1.851
O 20.73400 12.99400 53.36900 2.438 1.460 0.744
O 16.16700 18.31800 51.19800 -0.599 3.344 -1.962
O 19.13100 14.51200 49.98100 1.234 -2.402 -1.728
O 18.07100 16.19600 51.63700 2.611 2.215 0.717
O 16.53200 19.73400 49.33100 -0.996 1.294 -0.762
N 16.58700 13.82700 50.38800 -3.158 -2.485 -5.018
N 15.72400 15.91400 51.46800 -3.086 0.456 1.287
N 18.60200 10.15800 53.03400 -0.994 -0.633 4.819
N 19.83300 20.96900 52.00200 -1.375 5.572 -3.150
C 20.70700 14.37700 53.55300 2.822 2.549 1.157
C 16.96900 14.00600 49.01500 -1.468 3.122 -0.530
C 20.71100 10.57400 51.83600 -0.606 6.491 2.069
C 19.51000 12.42800 53.16400 1.899 -2.247 -3.830
C 15.88600 14.66900 52.19700 -0.454 5.494 8.897
C 20.55300 14.03800 50.02100 -4.741 -2.409 -5.954
C 16.79900 15.03200 53.44100 -1.325 -2.407 -0.411
C 20.41700 20.13100 52.84300 -0.236 0.703 5.390
C 19.23200 19.77200 53.71900 -1.434 -2.944 1.657
C 14.64700 14.22700 52.74600 -1.176 -3.728 -0.483
C 19.85500 10.84800 53.09100 1.124 2.640 0.096
C 16.91700 18.84100 50.25700 -5.025 -2.306 4.027
C 18.42800 13.69700 48.97000 0.244 0.349 0.335
C 21.61200 20.67400 53.50700 1.840 -3.266 -1.824
C 13.52900 12.43200 53.93100 5.566 2.737 3.855
C 18.33900 18.17300 55.33200 2.861 -0.982 -4.752
C 16.51400 15.59400 48.57200 2.638 -1.852 -0.077
H 17.29500 16.30600 52.24700 0.011 0.830 -2.114
H 16.85400 14.14600 54.11000 0.416 0.823 -0.424
H 20.70300 19.34400 52.33400 1.386 -4.479 -2.279
H 18.09800 18.93900 55.87100 -2.622 4.689 2.905
H 15.46500 15.65000 48.31900 -0.475 -0.114 0.648
H 16.88700 16.39100 49.28400 -0.639 -1.007 -1.100
H 13.98500 14.18700 51.93900 -1.882 0.025 -1.705
H 20.34600 14.91600 52.69700 -1.550 0.135 -0.103
H 16.37300 14.00100 51.65700 2.114 -1.530 2.610
H 18.12500 10.38100 52.17600 -0.615 0.303 0.250
H 13.57200 11.54000 54.57100 0.990 0.376 -0.322
H 12.87300 12.29800 53.26400 -5.337 -1.152 -5.198
H 18.81300 12.53900 53.90800 -1.737 0.708 2.091
H 15.10200 15.87200 50.66300 0.403 -0.354 -0.298
H 19.08100 21.45900 52.49500 0.191 0.180 -0.943
H 20.38200 14.63300 54.57400 -1.011 0.111 -0.637
H 16.45900 13.46600 48.23500 -0.257 -0.887 -0.132
H 18.48400 17.41700 55.99300 1.724 -2.459 1.826
H 18.93300 20.57400 54.44700 0.131 -0.057 -1.014
H 15.61200 20.12800 49.34100 1.552 -1.275 0.878
H 20.09300 10.86300 51.01600 -0.186 0.163 -1.062
H 21.74500 20.12200 54.38600 1.233 -1.063 1.213
H 18.60800 12.59100 48.99300 -0.031 0.662 1.068
H 21.72500 15.06400 53.60000 -1.220 -2.846 -0.178
H 16.27300 15.80300 53.88100 -1.313 1.619 1.771
H 21.64800 21.60900 53.74900 -1.491 5.993 2.039
H 21.64400 11.23800 51.90700 -1.453 -0.622 -0.315
H 22.49500 20.85000 52.82700 -0.449 -1.720 0.292
H 21.05900 9.68000 51.73200 1.641 -5.777 -0.448
H 15.12100 16.54800 52.06500 1.293 -0.509 -0.662
H 16.55700 12.84900 50.67100 0.921 -0.745 -0.447
H 20.55700 10.75700 54.01900 -1.765 -0.649 -1.233
H 18.05000 10.41600 54.05000 1.378 -0.926 -4.370
H 19.13900 12.85400 52.16800 -0.298 -0.815 0.996
H 14.16500 14.74100 53.47200 -1.087 2.693 2.399
H 18.71300 13.88600 47.96300 1.006 0.914 -0.882
H 17.69900 17.75800 54.62600 -2.240 -0.072 -1.035
H 17.99400 15.42300 51.09700 -0.174 -1.836 -0.969
H 20.57200 13.01300 50.38600 0.170 -0.249 -0.871
H 16.98100 15.67900 47.56700 0.094 0.393 0.648
H 21.01900 14.54100 50.64900 3.738 4.856 6.234
H 17.67900 15.50400 53.10600 1.425 -1.797 2.043
H 15.48800 13.96200 50.80100 2.777 -0.467 -4.605
H 21.07300 14.37800 49.07100 -0.793 -1.390 0.571
H 18.08900 16.97200 51.03500 -0.028 2.163 -1.137
H 19.48800 20.39800 51.30300 -1.644 -0.454 -2.176
H 18.36900 19.46000 53.00600 1.093 0.861 1.130
H 13.28400 13.32000 54.50000 -0.725 -0.184 0.769
```
Positions in Å, forces in eV/Å.

Computed properties:
relative energy (zero: lowest compared OMol25 entry of this formula, charge and spin): 783.5 kJ/mol

Table of LUMO (eV), in record order: 0.52; -0.52; 0.30
Table of gap between HOMO and LUMO (eV), in record order: 9.41; 7.99; 8.33